Here is a cluster of 3 separate species, C33H85BN8O7P3S in total in a non-equilibrium geometry from the OMol25 dataset. Energies are from ωB97M-V with the def2-TZVPD basis set.

Last column: Löwdin charge in e.
Element x y z (Å)
S -2.4619 5.4613 -1.3559  0.543
P -6.1191 -5.1090 2.1493  0.698
P -0.2364 5.3556 -0.6993  0.547
P 7.3698 -2.3215 -1.5170  0.678
O 2.0725 4.2617 0.6609  0.067
O 0.0215 5.9984 2.6844  -0.044
O -4.8655 -0.7435 -1.6215  -0.187
O 7.3327 -2.2433 -3.0151  -0.299
O -4.7922 -4.4046 2.2210  -0.295
O -0.7791 4.1898 0.4685  -0.262
O -0.1219 4.0714 -1.8716  -0.323
N 8.8980 -3.0627 -1.2399  -0.333
N 7.2814 -1.7286 0.0819  -0.278
N -6.0792 -6.0572 3.5863  -0.335
N -5.8047 -5.9536 0.6577  -0.339
N 0.3261 2.6455 2.2915  -0.094
N -7.7912 -5.3995 1.9114  -0.284
N 1.1156 2.2598 -1.4845  0.040
N 5.9518 -3.2782 -1.2485  -0.330
C -0.8308 6.8224 1.8904  -0.463
C -5.6987 -7.4491 3.6603  -0.134
C 1.2954 0.8452 -1.7332  -0.213
C -2.2741 6.5087 2.2663  -0.056
C 0.3341 6.4755 -2.1915  -0.333
C -3.7938 -0.7685 -2.5494  -0.229
C 5.9761 -4.6988 -0.9829  -0.137
C -0.6388 6.6674 -3.3674  -0.226
C -2.3623 2.4316 0.1573  -0.202
C 3.8225 1.4936 -1.6380  -0.248
C -0.5070 6.9144 0.3951  -0.255
C 9.9638 -2.5560 -2.0950  -0.149
C 5.9979 -1.2023 0.5809  -0.100
C -8.3978 -5.0530 0.6145  -0.107
C -5.3611 -7.3275 0.5876  -0.141
C 4.0110 1.9612 -0.1761  -0.091
C 9.0945 -4.4577 -0.9182  -0.135
C 2.7807 0.3928 -1.7942  -0.193
C 1.1521 1.7471 3.1148  -0.129
C -1.7751 0.7652 -2.3913  -0.219
C -5.1086 -5.1502 -0.3445  -0.149
C -0.1435 1.9477 1.1001  -0.146
C -0.8757 2.8618 0.0459  -0.374
C -1.2228 2.1991 -2.5220  -0.107
C 8.4583 -1.1019 0.7062  -0.109
C -4.4675 -0.9012 -0.2758  -0.102
C -5.6259 -5.3199 4.7606  -0.146
C -0.2780 2.7202 -1.4143  -0.402
C 2.7772 6.4180 -0.3856  -0.042
C 4.8416 -2.9356 -2.1344  -0.145
C -8.7282 -5.3114 3.0442  -0.111
C -3.2384 0.6417 -2.8431  -0.159
C -3.0808 2.9666 1.3904  -0.078
B 1.6438 5.3236 -0.1116  -0.511
H -8.5448 -5.9588 0.0243  0.085
H -7.7764 -4.3734 0.0376  0.069
H 2.7002 4.6127 1.3002  0.086
H -0.4383 2.9460 2.8784  0.084
H -4.4086 -7.4965 1.1085  0.079
H 4.9466 1.5466 0.2029  0.042
H 9.9367 -2.9878 -3.1027  0.081
H 1.5533 2.8406 -2.1838  0.121
H -2.0422 2.9103 -2.5989  0.082
H -4.1426 -1.2029 -3.4869  0.111
H -2.9823 -1.3972 -2.1705  0.112
H 9.1227 -0.6478 -0.0268  0.069
H -2.9716 6.8573 1.5085  0.063
H -0.6808 7.8464 2.2726  0.121
H 1.0030 0.7019 2.8134  0.065
H 0.7272 1.4515 0.6753  0.085
H 9.0230 -1.8487 1.2659  0.079
H 3.8984 -3.2433 -1.6763  0.085
H 10.1527 -4.6452 -0.7210  0.077
H -3.2112 5.5037 -0.2473  -0.234
H -5.4718 -4.1221 -0.3511  0.054
H -5.2184 -7.6137 -0.4566  0.078
H 8.7824 -5.1318 -1.7269  0.080
H -3.2400 0.7888 -3.9248  0.109
H -3.4277 3.9746 1.1893  0.038
H 5.3089 -0.9750 -0.2284  0.053
H -2.4665 1.3486 0.1010  0.077
H -0.9955 5.7361 -3.7999  0.046
H -6.3482 -8.0718 3.0450  0.066
H -1.6352 0.3393 -1.3977  0.090
H -4.9085 -0.1151 0.3394  0.084
H 1.1644 5.9215 -2.6257  0.060
H -3.3876 -0.8495 -0.1284  0.079
H -5.2933 -5.5568 -1.3422  0.082
H 2.4853 7.4605 -0.2665  0.044
H 3.0896 6.2988 -1.4281  0.058
H -8.8622 -6.2973 3.4906  0.079
H -6.0547 -4.3162 4.7744  0.071
H 4.0867 3.0455 -0.1486  0.057
H 2.9669 -0.3980 -1.0632  0.093
H -5.9633 -5.8234 5.6697  0.078
H -5.8348 -7.8129 4.6815  0.078
H -2.5200 2.8981 2.3205  0.067
H 0.8875 1.8558 4.1650  0.069
H -1.2062 0.1077 -3.0564  0.098
H -6.1192 -8.0112 0.9733  0.065
H 2.2058 1.9869 2.9462  0.060
H -1.4406 7.3706 -3.1593  0.032
H 9.8924 -1.4719 -2.1971  0.070
H 5.5272 -1.9386 1.2344  0.088
H -9.3648 -4.5638 0.7323  0.072
H 8.1748 -0.3136 1.4020  0.073
H 4.7848 1.0838 -1.9597  0.090
H 0.7984 0.2433 -0.9707  0.108
H 4.9551 -5.0680 -0.8675  0.079
H -2.5157 7.0853 3.1651  0.068
H -0.0615 7.1559 -4.1700  0.054
H 0.8720 6.4232 2.7995  0.081
H -4.0262 -5.1196 -0.1715  0.084
H -9.7092 -4.9548 2.7323  0.070
H 0.6131 7.4767 -1.8644  0.069
H 10.9358 -2.7712 -1.6446  0.078
H 4.9288 -3.4089 -3.1199  0.083
H 3.6261 2.3670 -2.2572  0.097
H -1.3399 7.4542 -0.0612  0.056
H 0.3384 7.6054 0.3203  0.064
H -4.6511 -7.6219 3.3826  0.081
H 6.4714 -4.9173 -0.0351  0.067
H -3.9914 2.3729 1.5294  0.065
H -0.8204 1.1392 1.4246  0.114
H -4.8051 -1.8661 0.1148  0.064
H -2.4151 5.4648 2.5308  0.060
H 6.1119 -0.2811 1.1504  0.067
H 3.6806 6.2184 0.2035  0.047
H 0.8465 0.5308 -2.6838  0.095
H -4.5352 -5.2162 4.7970  0.082
H -0.6480 2.2835 -3.4463  0.124
H 8.5781 -4.7284 0.0035  0.067
H 6.4469 -5.2772 -1.7902  0.078
H -3.8362 1.4190 -2.3701  0.114
H 4.7843 -1.8579 -2.2887  0.054
H 3.1839 1.6754 0.4695  0.063
H 2.9473 -0.0671 -2.7725  0.096
H -8.3790 -4.6296 3.8171  0.070
H -2.9064 2.8080 -0.7098  0.069

Atoms 1-3, force components in eV/Å:
-1.34 0.28 -0.85
2.29 -5.40 -1.07
1.46 0.77 -0.37

Properties
Gap between HOMO and LUMO   0.2082 hartree
LUMO   1.710 eV
Charge   -1
E_HOMO   -0.1454 Ha

=====

Here is a structure of composition C33H85ClGaO13Si in a non-equilibrium geometry from the OMol25 dataset. Energies are from ωB97M-V with the def2-TZVPD basis set.

Last column: Löwdin charge in e.
Element x y z (Å)
Ga 1.8251 0.7810 -1.3761  0.411
Cl 0.5267 -2.1991 -0.0247  0.649
Si -3.5112 -0.7280 -1.2608  0.464
O -4.4312 3.4663 6.4407  -0.089
O -0.1795 -5.0868 3.9285  -0.091
O 1.1253 0.3654 7.4794  -0.093
O -2.9109 0.1822 -6.7256  -0.103
O -1.9997 2.8878 2.4683  -0.100
O 0.8113 0.7108 -6.7686  -0.084
O 0.3648 4.8982 -0.4654  -0.209
O -2.0396 -0.7406 -2.1607  -0.287
O 5.8701 -2.7409 3.3252  -0.090
O 2.5237 -4.6726 -0.9783  -0.022
O -3.9059 6.5081 -0.5740  -0.095
O 4.3004 -3.6270 0.0053  0.038
O 3.2485 -8.7354 -4.2027  -0.093
C 1.5723 0.4178 0.6395  -0.262
C -4.4704 -1.0813 -8.0645  -0.094
C 0.3170 1.9646 -7.2199  -0.322
C 3.4128 -2.4837 -2.0288  -0.103
C 4.3349 -6.7765 -3.3027  -0.092
C 0.7713 -1.1396 2.5233  -0.158
C 7.3520 -3.9232 1.8372  -0.092
C -2.5366 5.1947 2.0103  -0.089
C 3.4817 -7.9939 -3.0086  -0.322
C 1.2035 4.3088 0.7926  -0.101
C 1.5190 -1.1135 1.0753  -0.693
C -4.9093 -1.7047 -2.1601  -0.189
C 2.1965 -5.4182 4.1255  -0.090
C -4.2054 4.2265 7.6212  -0.328
C -3.7720 7.8604 -0.1579  -0.337
C -0.7990 2.4408 -6.3126  -0.088
C 0.6948 -1.6524 6.2256  -0.100
C -3.8876 8.7920 -1.3487  -0.098
C -2.9937 3.8931 2.6395  -0.306
C 6.7003 -3.8891 3.2048  -0.327
C 0.5883 3.4126 -0.5004  -0.231
C 0.8186 -6.0196 4.3202  -0.326
C -1.1554 0.3657 -1.7852  -0.350
C -3.1236 -1.5283 0.4616  -0.197
C 1.7753 2.8689 -1.5904  -0.170
C 0.3605 -0.1855 6.4111  -0.323
C -3.3881 5.4632 7.3023  -0.098
C -3.5330 0.1089 -8.0032  -0.316
C 3.6344 0.1807 -2.1539  -0.261
C 0.2399 0.0952 -2.5606  -0.215
C 4.2182 -1.1710 -1.5461  -0.277
C 3.4846 -3.6160 -0.9283  -0.432
C -4.0550 1.0874 -0.9344  -0.198
H 0.2636 0.5879 -3.5825  0.038
H -3.5689 3.2143 6.0875  0.073
H -1.1919 3.1998 2.8951  0.064
H -0.9801 0.4231 -0.6541  0.078
H -4.0839 1.0377 -8.1625  0.115
H 1.1450 2.6763 -7.2151  0.109
H 2.7431 3.3486 -1.2536  0.046
H 7.9499 -3.0229 1.6743  0.077
H 2.0574 0.2620 7.2529  0.080
H -4.0240 1.6102 -1.9579  0.047
H -3.2133 6.0589 8.2016  0.070
H -0.0317 -4.8768 2.9976  0.074
H -2.7550 0.0328 -8.7702  0.109
H -1.6030 5.5392 2.4663  0.072
H -0.3178 2.6792 -0.2755  0.130
H 0.4925 -2.2118 7.1425  0.075
H -3.2942 5.9723 2.1315  0.068
H -1.6216 1.7173 -6.2980  0.043
H 2.3555 -5.1471 3.0776  0.069
H 7.4580 -3.8407 3.9898  0.107
H -2.4188 -0.8501 1.0458  0.022
H -5.2372 -1.0049 -7.2899  0.077
H 0.0766 0.0865 -6.7841  0.067
H -3.6898 3.5960 8.3529  0.107
H 6.5938 -3.9495 1.0502  0.054
H 2.5135 -7.6930 -2.6051  0.112
H 4.1071 -9.0060 -4.5491  0.075
H -2.4218 5.1874 6.8704  0.072
H -3.1828 4.0215 3.7110  0.092
H -2.4180 -0.6379 -6.5934  0.091
H 0.5857 3.5776 1.4776  0.036
H -0.4423 2.5377 -5.2838  0.071
H -3.9027 6.0824 6.5635  0.075
H -0.0368 1.8534 -8.2512  0.100
H 7.9978 -4.7991 1.7332  0.070
H 5.2753 -1.2977 -1.9856  0.100
H 1.4152 3.1893 -2.6174  0.042
H 2.3519 -2.1483 -2.2404  0.081
H -2.6095 -2.5285 0.2310  0.030
H -5.8759 -1.0870 -2.1168  0.036
H -4.9590 -1.1441 -9.0398  0.072
H 0.1085 -2.0852 5.4119  0.064
H 4.3611 -1.1162 -0.4233  0.093
H -3.3026 1.6281 -0.2647  0.032
H -3.9257 -2.0123 -7.8837  0.074
H 0.6630 1.0010 1.0346  0.046
H 5.1970 -2.7952 2.6334  0.070
H -2.3382 5.0560 0.9460  0.066
H -3.2001 6.3271 -1.2080  0.088
H -3.7921 9.8358 -1.0393  0.071
H -4.5609 8.0685 0.5679  0.111
H -5.0878 -2.6445 -1.5501  0.027
H 3.4949 0.1076 -3.2937  0.061
H -5.0636 1.1854 -0.4260  0.035
H -0.2853 -0.7391 2.3151  0.069
H 1.9606 -4.5254 -0.1822  0.068
H 1.7580 -1.7818 6.0017  0.073
H 0.6108 -2.2045 2.9076  0.054
H -0.6963 -0.0622 6.6556  0.112
H 0.3149 -1.0399 -2.6562  0.025
H 0.7037 -6.9322 3.7259  0.106
H 3.8456 -6.1344 -4.0390  0.080
H -4.0884 -1.6853 1.0434  0.033
H -1.6066 1.3377 -2.1697  0.103
H 1.2761 -0.4737 3.2863  0.071
H 2.4733 0.8740 1.1908  0.079
H -1.1868 3.4078 -6.6448  0.073
H 5.2988 -7.0727 -3.7278  0.071
H 0.5724 0.3814 5.4991  0.097
H -3.1121 8.5723 -2.0879  0.074
H 2.5574 -1.5519 1.2856  0.095
H 0.6529 -6.2695 5.3700  0.110
H -4.8507 8.6585 -1.8474  0.074
H -2.8040 7.9814 0.3396  0.108
H 2.9763 -6.1212 4.4284  0.073
H 4.5146 -6.1977 -2.3940  0.065
H -5.1775 4.5063 8.0319  0.110
H 4.3816 1.0169 -1.9692  0.046
H 2.3011 -4.5013 4.7107  0.071
H 6.0900 -4.7836 3.3686  0.103
H -3.9133 3.5422 2.1673  0.115
H 3.9720 -8.6472 -2.2794  0.106
H 0.7511 5.2083 1.3007  0.089
H -4.6628 -1.9710 -3.2336  0.030
H 3.8530 -2.8486 -3.0228  0.131

Atoms 1-3, force components in eV/Å:
-0.04 0.48 -0.87
0.63 0.34 0.50
0.90 0.13 0.42

Properties
Gap between HOMO and LUMO   0.2659 hartree
LUMO   2.111 eV
Charge   -1
E_HOMO   -0.1883 Ha

=====

Here is a structure of composition C33H86CrN7O13 in a non-equilibrium geometry from the OMol25 dataset. Energies are from ωB97M-V with the def2-TZVPD basis set.

Last column: Löwdin spin population.
Element x y z (Å)
Cr 2.1157 -1.7858 -2.7759  3.810
O 0.2848 -2.8051 -2.4444  0.025
O 2.1810 1.3754 -0.1929  0.008
O -2.7013 6.1207 -2.2484  0.000
O 4.2787 -0.5147 0.5469  0.000
O 2.5534 -4.7874 0.4966  0.001
O 3.2504 -0.0934 -3.1897  0.028
O -3.6554 0.2131 -3.5190  0.000
O 1.1385 -1.0095 3.3456  0.000
O 0.3890 1.4328 -1.4108  0.007
O -3.5204 1.0065 0.9739  0.000
O 2.1895 3.5508 6.1644  0.000
O 1.5110 -0.4047 -1.1917  0.042
O -6.4215 -1.7130 -0.6069  0.000
N 0.4726 2.0523 3.3172  0.000
N 1.3691 0.8355 -0.9567  0.008
N -1.2296 2.9973 -3.6528  0.000
N -6.2523 0.8591 0.6625  0.000
N 0.8963 -0.9068 -4.3862  0.004
N -0.5971 -3.2277 0.9540  0.000
N 3.1970 -2.6454 -1.1454  0.011
C 5.5608 1.5371 0.5960  0.000
C 4.5054 0.3795 -2.6504  0.005
C 3.9838 -3.9081 -1.1773  0.007
C 1.0705 4.3770 3.6759  0.000
C 0.1864 -4.1509 -1.9845  0.007
C 3.9207 -4.6716 0.1150  0.000
C 5.3093 0.2015 1.2729  0.000
C -4.6689 -0.2967 -2.6513  0.000
C -2.5108 4.7294 -2.3984  0.000
C -2.1902 2.0096 -4.1375  0.000
C 2.8633 0.5698 -4.3943  0.004
C -3.9378 6.5884 -2.7292  0.000
C -2.3504 1.8003 0.8868  0.000
C 2.3779 -5.2967 1.8018  0.000
C 1.4023 2.6559 5.4574  0.000
C -4.3336 1.4413 2.0386  0.000
C -0.7424 -2.4397 -3.3802  0.003
C -1.5642 -1.8765 2.8190  0.000
C 0.9200 -2.1428 2.5323  0.000
C 1.3575 0.5334 -4.4860  0.004
C 5.4190 -3.5713 -1.5438  0.002
C 1.4605 2.9256 3.9780  0.000
C -0.4181 -2.0340 1.8296  0.000
C -1.6344 4.3973 -3.5969  0.000
C -0.4802 -1.0299 -3.8539  0.005
C 2.1748 -1.2519 4.2852  0.000
C -7.2364 -1.3971 0.5254  0.000
C -2.9185 1.2889 -3.0089  0.000
C -7.4805 0.1102 0.5003  0.000
C -5.6371 0.6761 1.9602  0.000
C 6.5102 -0.7049 1.2749  0.000
C 2.2860 3.1816 7.5050  0.000
C -5.4485 -2.6907 -0.3581  0.000
H -1.5315 -0.9098 3.3336  0.000
H -1.5683 1.3182 -4.7184  0.000
H -2.1836 4.5557 -4.5275  0.000
H 3.3998 0.1551 -5.2539  0.001
H 6.0947 -4.4264 -1.4471  0.000
H -6.2634 0.9708 2.8043  0.000
H 1.7470 -2.3078 1.8239  0.000
H 0.9273 -3.0307 3.1919  0.000
H 6.9190 -0.8067 0.2651  0.000
H -5.8572 -3.5543 0.1895  0.000
H -2.0541 4.4223 -1.4534  0.000
H 0.7848 1.0774 3.3964  0.000
H 4.2724 1.3212 -2.1538  0.000
H 5.2359 0.5695 -3.4391  0.001
H -5.1269 -3.1275 -1.3052  0.000
H 0.8356 -1.1168 -5.3772  0.003
H 1.8691 -2.0064 5.0153  0.000
H 2.9594 -4.7326 2.5364  0.000
H -0.3675 -1.1622 1.1674  0.000
H -2.4971 -1.7732 2.2522  0.000
H 6.3575 2.0741 1.1078  0.000
H -0.8030 -4.4142 -1.6129  0.000
H -3.6119 2.0399 -2.5978  0.000
H 1.9070 5.0628 3.7801  0.000
H 4.3166 -5.6849 -0.0238  0.000
H 4.8858 -0.3679 -1.9656  0.000
H -1.5996 -2.6522 3.5838  0.000
H 0.8357 4.4230 2.6022  0.000
H -4.1218 -0.6971 -1.7850  0.000
H -4.5962 -2.3150 0.2242  0.000
H -4.0298 6.4929 -3.8205  0.000
H -0.4669 -4.0665 1.5241  0.000
H 0.3706 2.6330 5.8246  0.000
H 2.4497 2.7214 3.5449  0.000
H 1.8155 1.6395 5.6046  0.000
H -3.5033 4.2620 -2.4287  0.000
H 1.3084 3.1875 8.0061  0.000
H 6.2919 -1.6818 1.7050  0.000
H 0.8996 -4.2907 -1.1790  0.001
H -1.8166 1.8166 1.8420  0.000
H -4.5808 2.5079 2.0118  0.000
H 3.0960 -1.5290 3.7614  0.000
H -8.1605 0.3142 1.3334  0.000
H -0.7550 2.6973 -2.8099  0.000
H 3.5630 -4.5537 -1.9585  0.003
H -0.8002 5.0937 -3.4984  0.000
H 3.5009 0.0770 0.4636  0.000
H -2.2408 0.9948 -2.1948  0.000
H -1.5926 -3.2837 0.7388  0.000
H 2.3189 -0.3055 4.8041  0.000
H 3.6636 -1.9666 -0.5096  0.002
H 3.1588 1.6261 -4.3699  0.000
H 5.5694 -3.1849 -2.5516  0.001
H 5.8774 1.3334 -0.4309  0.000
H 5.8211 -2.8499 -0.8238  0.000
H -1.7041 -2.4963 -2.8704  0.000
H 1.1655 0.8701 -5.5163  0.000
H 2.8868 3.8967 8.0625  0.000
H -5.2295 0.5593 -2.2622  0.000
H 0.8253 1.2668 -3.8841  0.000
H 4.4311 -4.1509 0.9404  0.000
H -8.1915 -1.9332 0.4315  0.000
H -5.2675 -1.0511 -3.1393  0.000
H 1.3119 -5.2900 2.0205  0.000
H 2.7337 2.1828 7.5617  0.000
H -5.5955 0.4565 -0.0022  0.000
H -1.7500 1.3444 0.1016  0.000
H -6.7941 -1.7422 1.4645  0.000
H 4.6449 2.1223 0.5164  0.000
H -3.9952 7.6432 -2.4641  0.000
H -0.7231 -0.3308 -3.0549  0.000
H -1.2297 -0.8125 -4.6220  0.000
H 2.6532 -6.3610 1.8377  0.000
H 0.5715 2.2367 2.3265  0.000
H -3.8451 1.1782 2.9847  0.000
H -2.8611 2.4980 -4.8419  0.000
H 7.3322 -0.2819 1.8588  0.000
H -2.5033 2.8578 0.6309  0.000
H -0.7026 -3.1238 -4.2358  0.001
H -4.8118 6.0861 -2.2915  0.000
H -5.3299 -0.3716 2.1441  0.000
H 2.3468 -2.7931 -0.5704  0.004
H 0.1423 4.6242 4.1855  0.000
H -7.9720 0.3382 -0.4439  0.000
H 0.4008 -4.8494 -2.8043  0.001
H 4.9302 0.3468 2.2899  0.000

Atoms 1-3, force components in eV/Å:
-0.50 0.61 0.05
0.36 -0.01 -0.05
-0.06 0.07 -0.35

Properties
Expectation value of S²   6.010
Gap between HOMO and LUMO (alpha / beta)   0.2839 / 0.2668 hartree
LUMO (alpha / beta)   -2.486 / -2.949 eV
Charge   +1
E_HOMO (alpha / beta)   -0.3752 / -0.3752 Ha
2S+1   5